# 1
Molecular formula: C21H57N3O9S6
Method: DFT, ωB97M-V/def2-TZVPD

The geometry in XYZ format:
```
96
Properties=species:S:1:pos:R:3:forces:R:3:mulliken_charge:R:1
S -2.782396 4.007020 -1.456639 0.74 -0.77 -0.86 0.40
S -0.453357 0.984026 -0.175592 0.12 -0.95 -1.04 1.65
S 3.173817 -1.256950 -1.979577 0.05 -1.34 -4.45 0.28
S -3.346931 0.165173 1.509242 -0.24 -1.30 2.34 0.52
S -2.214845 -2.717381 -0.910801 -1.84 -3.65 0.47 0.76
S -0.630361 -0.692223 4.900195 -0.17 -0.87 1.19 0.19
O -3.389430 4.285021 -2.820384 0.63 -0.79 1.43 -0.67
O -3.128254 -1.344859 1.793274 -0.64 3.07 0.00 -0.46
O -3.346787 -3.705466 -1.301512 1.97 1.70 0.41 -0.85
O 2.407512 -0.060413 -2.638866 2.77 -4.16 3.20 -0.61
O 0.506174 -3.099748 0.565678 1.42 -1.31 2.02 -0.44
O -1.051967 2.007047 0.772622 2.50 -0.98 -2.62 -0.35
O -0.969522 0.045143 -3.045811 -0.20 -0.20 0.16 -0.60
O -0.737150 5.571840 0.126378 -1.66 -0.26 1.33 -0.64
O -0.401810 0.732867 4.546084 0.16 -0.13 0.09 -0.47
N 2.402954 -2.150141 1.313854 -0.42 -0.44 0.17 1.01
N 0.863139 0.340808 -4.348336 -2.72 -1.82 -0.38 0.32
N 0.387902 3.972305 1.020090 3.14 -2.07 3.40 0.47
C 2.095932 0.963150 -4.552110 1.17 2.00 -2.68 -1.24
C 3.969620 -2.121965 -3.420916 0.31 1.11 -0.61 -1.01
C -2.454838 -1.071011 5.097526 -0.83 0.54 -0.82 -0.78
C -0.150279 -1.774850 3.514567 -0.03 -0.30 1.03 0.58
C 0.857991 3.072227 2.117310 -0.03 0.01 0.43 -0.75
C -0.938469 3.575582 -1.739468 -0.78 -0.06 -0.86 -1.14
C -1.848606 -3.140960 0.873509 -1.26 -1.65 0.67 -1.78
C 1.947103 -2.629740 -1.675008 1.45 1.15 -1.05 -0.95
C 1.378260 -3.041501 1.403356 1.81 -0.27 -1.00 -0.83
C -0.518487 -0.741382 0.557852 -0.01 2.27 -0.96 -2.67
C -0.610293 -3.281795 -1.687258 -1.30 1.40 -0.56 -0.61
C 0.110386 0.568360 -3.242209 -0.19 -0.72 -0.83 0.01
C 1.382342 1.192546 -0.395533 -0.77 2.25 1.08 -2.14
C 3.563015 -2.306363 2.157493 0.70 0.42 -0.10 -1.05
C -0.727579 4.650223 0.954759 0.28 2.10 -1.30 0.32
C 0.469293 -0.722709 -5.348253 0.36 0.38 0.42 -0.98
C -3.329743 2.336763 -0.735329 -0.32 0.17 -1.31 -0.37
C -4.697454 0.505014 2.682617 -0.80 -0.37 -1.04 -1.22
C 1.498950 4.280337 0.191218 0.54 1.34 -1.04 -1.45
C 2.389732 -0.939342 0.476619 2.04 -0.29 2.22 -0.90
C -2.024504 1.030080 2.452084 -1.93 -1.40 1.28 -0.63
H -5.525936 -0.000707 2.186664 -0.29 0.23 -0.12 0.48
H -4.411323 2.426717 -0.634327 0.03 0.35 0.59 0.55
H 1.866220 1.665624 -5.353275 0.73 0.42 -0.47 0.41
H 0.242086 -3.018981 -1.060785 -2.60 -1.24 -0.90 0.75
H 3.349061 -0.752321 -0.005876 0.25 -0.87 0.58 1.18
H -4.599595 -0.081056 3.596421 0.54 0.51 0.03 0.33
H 0.257407 2.827073 2.993264 -1.13 0.16 -0.68 0.22
H 1.551258 5.332754 -0.087684 -0.23 0.12 0.23 0.42
H 1.187888 2.130532 1.678570 -0.20 0.37 0.47 0.17
H -0.185138 -2.790549 3.908589 -0.78 -0.18 0.01 0.59
H 0.573637 1.215313 -2.481259 -0.17 0.25 -0.84 0.57
H -2.704210 -2.002271 5.606118 0.76 -0.11 0.03 0.47
H 4.434295 -2.369960 1.505644 0.20 -0.08 0.05 0.35
H 1.366338 3.755304 -0.754744 0.61 0.43 -0.02 0.72
H -1.124633 0.610259 2.002538 -0.84 0.90 1.64 -0.08
H 1.826524 0.640315 -1.223689 -0.62 0.12 0.44 0.96
H -4.952077 1.558528 2.798201 0.24 -0.07 0.16 0.33
H 2.601607 1.516104 -3.760508 -0.90 0.07 -0.05 0.32
H 1.299042 -2.297700 -0.863927 1.42 -0.29 -1.04 -0.21
H -0.692010 -1.650594 2.576922 0.00 -0.48 1.35 0.19
H 0.931571 -1.686701 3.414893 -0.02 0.85 -0.16 0.26
H -0.491280 -4.258367 -2.156546 -0.70 -0.25 0.48 0.40
H -2.147864 2.104257 2.314122 -0.02 -0.44 0.47 0.30
H 4.801507 -1.475214 -3.699792 0.34 -0.06 0.32 0.47
H 2.452150 -3.562622 -1.424473 0.24 0.18 0.26 0.55
H 0.234001 -1.385052 0.102258 -1.00 1.12 0.37 1.31
H 1.708795 3.490536 2.655121 0.41 0.53 -0.51 0.50
H 1.505349 2.241334 -0.665746 -0.32 -0.52 -0.15 0.25
H 2.856976 0.274295 -4.918683 -0.08 -0.15 -0.10 0.32
H 3.719320 -1.433769 2.791721 -0.11 0.11 0.16 0.31
H 3.563386 -3.196833 2.786110 -0.41 0.01 -0.16 0.32
H 2.515558 -0.076758 1.131007 -1.16 -0.70 0.61 0.96
H -0.330159 4.451439 -1.965169 -0.64 0.33 0.21 0.60
H -0.621442 -2.530620 -2.477022 0.17 -0.10 -0.50 0.26
H 2.432343 4.044314 0.702268 -0.08 -0.30 -0.27 0.34
H 1.218165 -1.513430 -5.393580 0.42 -0.02 0.43 0.27
H -3.248797 1.425539 -1.327973 0.44 0.29 -0.95 0.40
H -2.711131 -3.064462 1.535553 -0.33 -0.04 -1.15 0.49
H 1.374378 -2.807966 -2.585136 0.45 0.44 -0.08 0.84
H -1.653431 -4.209093 0.968881 0.92 0.00 -0.57 0.58
H -2.738782 2.048447 0.133994 -0.74 1.26 -0.11 -0.38
H -0.520881 3.067817 -0.870044 -0.54 0.58 -0.52 -0.71
H -2.133409 0.757993 3.501941 -0.36 0.09 -0.50 0.89
H -1.506350 4.264493 1.630710 -0.24 0.58 -0.19 0.32
H 1.914510 1.094797 0.550697 -0.45 0.57 -0.93 0.50
H -0.460265 -0.678915 1.644500 0.83 -0.01 -1.27 0.00
H 4.339770 -3.140437 -3.303349 -0.19 0.11 0.62 0.36
H 3.382616 -2.076889 -4.338238 -0.73 -0.12 0.35 0.23
H -1.119847 -2.466075 1.322450 -0.98 -1.60 -0.49 -0.15
H -0.472880 -1.241714 -5.172094 -0.03 0.61 0.66 0.26
H -2.984019 -0.281423 5.631026 0.86 0.34 0.69 0.41
H -1.484120 -1.183103 0.311812 0.36 1.47 -0.03 0.17
H 1.682336 -0.882185 -0.350688 0.26 0.20 1.87 -2.59
H -0.869737 2.949804 -2.629288 -0.44 -0.24 0.08 0.62
H 1.499206 -3.830727 2.161431 0.06 0.30 0.18 0.43
H 0.417350 -0.400709 -6.388307 0.03 0.79 0.12 0.37
H -3.066391 -1.033119 4.196052 0.80 -0.61 -0.54 -0.08
```
Positions in Å, forces in eV/Å.

The calculation puts the lowest unoccupied orbital energy at -0.403 eV. The value obtained for the orbital gap is 0.27064 Ha.

# 2
Molecular formula: C5H8N2O2
Method: DFT, ωB97M-V/def2-TZVPD

The geometry in XYZ format:
```
17
Properties=species:S:1:pos:R:3:forces:R:3:nbo_charge:R:1
O 0.945316 2.049594 -0.482672 -0.81 -3.18 -0.10 -0.55
O -0.960897 0.628809 1.379663 -4.19 3.33 6.17 -0.56
N 1.027882 -0.376746 -0.170108 2.64 3.00 -0.62 -0.40
N -0.038975 -1.385854 0.256485 1.21 -1.19 -1.50 -0.43
C 0.373909 0.939938 -0.363588 5.70 1.22 -0.14 0.62
C -2.132197 0.228435 -0.453059 1.34 -1.42 -2.54 -0.38
C 2.446957 -0.258135 0.364218 -2.30 0.22 0.55 -0.47
C -1.045208 -0.822434 -0.613526 -0.90 -0.71 3.48 -0.13
C -0.884060 0.674033 0.122675 -4.31 -0.09 -5.15 0.13
H -2.841881 0.286629 0.291076 -2.08 -0.35 1.23 0.22
H 3.725639 -0.277824 -0.766031 -3.44 -0.39 2.99 0.22
H 2.000580 -1.455831 1.326077 2.55 3.29 -2.10 0.24
H -2.396821 0.158164 -1.493602 -0.70 1.50 -0.11 0.26
H -0.661797 -0.768035 -1.570783 0.31 0.03 -2.14 0.18
H 2.363118 1.235216 0.780176 0.76 -4.43 -0.92 0.27
H 0.213573 -2.338644 -0.190270 0.03 2.10 0.89 0.38
H -2.135146 1.482690 1.583273 4.20 -2.94 0.01 0.41
```
Positions in Å, forces in eV/Å.

The calculation puts the lowest unoccupied orbital energy at -1.166 eV. The value obtained for the orbital gap is 0.27065 Ha.

# 3
Molecular formula: CH2ClN2O2
Method: DFT, ωB97M-V/def2-TZVPD

The geometry in XYZ format:
```
8
Properties=species:S:1:pos:R:3:forces:R:3:nbo_charge:R:1
Cl 1.985838 -1.237467 -0.146270 0.36 -2.47 -1.57 0.12
O -1.008923 -1.193493 -0.267824 -0.73 0.83 0.13 -0.63
O -1.570932 0.368793 1.169168 -0.19 0.05 0.02 -0.55
N -1.189723 0.054160 0.026797 1.46 -1.30 -1.17 0.56
N -0.829556 0.976397 -0.801552 -0.81 2.00 1.55 -0.67
C 2.173340 0.147679 0.636664 -2.34 1.93 2.02 -0.28
H -0.638143 0.684141 -1.728243 0.19 -1.57 -0.54 0.31
H 1.078097 0.199792 1.111260 2.06 0.54 -0.45 0.15
```
Positions in Å, forces in eV/Å.

The calculation puts the lowest unoccupied orbital energy at 3.183 eV. The value obtained for the orbital gap is 0.27022 Ha. As for the total charge: -1.

Calculated ΔE to the lowest compared entry with this formula, charge and spin (eV), listed in the same order as above: 15.9236; 16.9322; 4.7563